1.
{
  "formula": "C11H15N",
  "method": "ωB97M-V with the def2-TZVPD basis set",
  "smiles": "CC[C@@H]1Cc2ccccc2CN1",
  "e_above_lowest_kj_mol": 164.00,
  "homo_energy_ev": -8.6,
  "lumo_energy_ha": 0.0357,
  "elements": ["C", "C", "C", "C", "C", "C", "C", "C", "C", "C", "C", "H", "H", "H", "H", "H", "H", "H", "H", "H", "H", "H", "H", "H", "H", "H", "N"],
  "positions_angstrom": [[-3.315996, -1.744706, 0.081028], [-2.095917, -1.181756, -0.612495], [-1.838738, 0.302492, -0.242794], [-0.786607, 1.008875, -1.062263], [0.676019, 0.650867, -0.602880], [1.703803, 0.905725, -1.496498], [2.957491, 0.610980, -1.045965], [3.261392, -0.108159, 0.183551], [2.209187, -0.351484, 1.091053], [0.874434, 0.021969, 0.676596], [-0.311605, -0.130194, 1.710848], [-4.281222, -1.105298, -0.128711], [-3.460054, -2.808249, -0.196806], [-3.368272, -1.729473, 1.204460], [-2.225982, -1.201213, -1.696325], [-1.163705, -1.869471, -0.584563], [-2.787049, 0.901163, -0.305081], [-0.994452, 2.169385, -0.849255], [-0.868506, 0.929835, -2.134074], [1.639897, 1.350548, -2.515318], [3.750288, 1.202858, -1.617203], [4.291779, -0.424469, 0.372028], [2.369844, -1.032928, 1.993349], [-0.430012, -1.217787, 1.815369], [0.039028, 0.279162, 2.644183], [-1.601150, 1.417693, 1.395962], [-1.558744, 0.461512, 1.217272]],
  "atomic_forces_ev_per_a": [[-2.19, 0.17, 0.88], [1.32, 0.08, -0.34], [-0.61, -0.29, 1.14], [1.07, 2.49, 1.64], [-2.60, -0.74, 0.73], [0.34, -0.12, 0.42], [2.84, 0.58, 0.65], [-1.18, 1.12, -0.89], [-0.57, -1.02, -1.33], [0.85, 0.99, 0.03], [0.84, -0.44, -2.75], [1.76, -1.32, -0.23], [-0.27, 0.66, -0.05], [0.91, 0.08, -0.94], [-0.54, 0.14, -0.12], [-1.23, 1.21, 0.80], [0.49, -0.92, -0.50], [0.74, -2.21, -0.47], [-0.14, -0.39, -0.39], [-0.54, -0.19, 1.10], [-0.47, -1.76, 0.72], [-0.42, 0.30, 0.09], [-0.26, 1.35, -1.13], [-0.24, 0.20, 0.30], [-0.31, 0.27, 0.36], [0.10, 1.80, 0.62], [0.30, -2.04, -0.31]],
  "nbo_charge": [-0.62, -0.43, -0.05, -0.43, -0.03, -0.22, -0.21, -0.22, -0.22, -0.02, -0.24, 0.20, 0.21, 0.22, 0.21, 0.21, 0.20, 0.20, 0.22, 0.22, 0.21, 0.22, 0.22, 0.20, 0.21, 0.35, -0.62]
}

=====

2.
{
  "formula": "C11H15N",
  "method": "ωB97M-V with the def2-TZVPD basis set",
  "smiles": "Cc1c[nH]c2ccccc12.CC",
  "e_above_lowest_kj_mol": 53.52,
  "homo_energy_ev": -7.9,
  "lumo_energy_ha": 0.0335,
  "elements": ["C", "C", "H", "H", "H", "H", "H", "H", "C", "C", "C", "C", "C", "C", "C", "C", "C", "N", "H", "H", "H", "H", "H", "H", "H", "H", "H"],
  "positions_angstrom": [[2.486551, -1.284001, -1.782990], [2.065846, -0.256587, -2.814427], [1.939535, -2.222786, -1.763044], [3.563859, -1.415162, -1.750296], [2.306669, -0.886431, -0.769426], [2.743636, 0.593891, -2.718503], [1.062107, 0.134711, -2.660823], [2.097029, -0.630867, -3.835487], [-2.231887, -2.135142, 0.784653], [-1.039124, 0.171110, 1.161380], [-1.729883, -0.779021, 0.324985], [-0.429856, 1.110376, 0.324711], [-1.471786, -0.407413, -0.955460], [-0.312812, 1.459360, 3.007289], [0.368739, 2.353774, 2.147686], [-1.075398, 0.415097, 2.547021], [0.261693, 2.238239, 0.788232], [-0.714605, 0.745752, -0.960868], [-0.412850, 1.766228, 4.047855], [0.868155, 3.180073, 2.628853], [-1.734300, -0.102415, 3.235449], [0.719154, 2.870076, 0.036236], [-1.994757, -2.875194, 0.019141], [-3.329693, -2.094956, 0.810802], [-1.614962, -0.935659, -1.883131], [-0.537379, 1.353385, -1.742899], [-1.853680, -2.366442, 1.773061]],
  "atomic_forces_ev_per_a": [[-0.25, 0.54, 1.50], [0.11, 0.15, -0.09], [0.16, -0.18, -0.51], [0.11, -0.48, -0.51], [-0.19, 0.13, -0.25], [-0.03, 0.06, -0.28], [-0.03, -0.22, 0.15], [0.20, -0.04, -0.08], [-1.01, 1.14, -0.86], [-1.06, 0.05, 0.43], [0.96, -0.95, 0.28], [-0.12, 0.22, 0.07], [0.23, 0.16, -0.19], [-0.47, 0.75, 0.40], [-0.30, 0.01, 0.46], [0.46, 0.18, -0.27], [0.12, -0.79, -0.49], [0.20, 0.33, -0.27], [0.31, -0.30, -0.09], [0.21, 0.16, -0.21], [0.19, -0.30, -0.17], [0.07, 0.36, 0.36], [0.24, -0.20, 0.38], [0.14, -0.21, 0.33], [-0.32, -0.01, -0.02], [-0.05, -0.27, -0.05], [0.11, -0.29, -0.03]],
  "nbo_charge": [-0.62, -0.60, 0.21, 0.21, 0.21, 0.20, 0.19, 0.20, -0.63, -0.10, -0.07, 0.14, -0.04, -0.24, -0.21, -0.19, -0.23, -0.53, 0.21, 0.21, 0.22, 0.21, 0.22, 0.21, 0.21, 0.41, 0.22]
}

=====

3.
{
  "formula": "C11H15N2",
  "method": "ωB97M-V with the def2-TZVPD basis set",
  "total_charge": 1,
  "e_above_lowest_kj_mol": 537.83,
  "homo_energy_ev": -11.2,
  "lumo_energy_ha": -0.1364,
  "elements": ["C", "C", "C", "C", "C", "C", "C", "C", "C", "C", "C", "N", "N", "H", "H", "H", "H", "H", "H", "H", "H", "H", "H", "H", "H", "H", "H", "H"],
  "positions_angstrom": [[3.389340, 0.758098, -0.067273], [3.376458, -0.617894, -0.069837], [0.894640, 0.828464, -0.052301], [0.919715, -0.553947, 0.012148], [2.085526, 1.450919, -0.074374], [-0.017742, -1.565898, 0.111445], [2.174554, -1.342739, -0.103198], [0.595451, -2.861192, 0.086055], [2.020967, 2.943223, -0.120273], [-4.201347, 0.432814, -0.171297], [-2.120746, -0.909097, 0.548136], [1.942315, -2.638878, -0.108706], [-2.735544, -0.149155, -0.492251], [4.333348, 1.429187, 0.050176], [4.243224, -1.145660, -0.154479], [-0.048549, 1.435122, 0.215210], [0.422327, -3.451346, 1.174378], [0.095096, -3.637863, -0.556266], [1.988257, 3.358156, -1.088527], [2.801250, 3.475627, 0.567272], [1.109769, 3.417770, 0.454312], [-4.687762, -0.334490, 0.379304], [-4.123850, 1.206374, 0.566761], [-4.720132, 0.704142, -1.087075], [-1.862371, -0.370855, 1.463267], [-2.696881, -1.874638, 0.634244], [-2.942547, -0.696619, -1.264296], [-2.234762, 0.710379, -0.852553]],
  "atomic_forces_ev_per_a": [[-0.18, -0.02, 0.43], [0.08, 2.71, -0.58], [-1.21, 1.58, 1.33], [-1.54, -3.83, -0.19], [0.34, 1.37, -0.09], [-3.15, 4.28, 0.44], [-2.58, -0.49, 0.32], [-2.41, -3.41, 2.33], [-0.10, 2.35, 4.31], [1.43, -0.72, 0.48], [3.50, -3.15, 0.36], [2.70, 0.58, -0.10], [-1.68, 4.45, 0.22], [-1.76, -1.62, -0.47], [2.46, -1.36, 0.12], [1.50, -1.01, -0.83], [0.63, 1.63, -2.41], [0.71, 0.80, 0.13], [0.38, 0.45, -1.18], [-0.62, -1.13, -1.76], [1.08, -1.44, -1.32], [-0.60, -1.00, -0.04], [0.40, 0.83, -0.12], [0.29, 0.03, 0.02], [-0.56, -0.07, -0.37], [0.81, 1.21, 0.36], [0.11, -1.60, -2.03], [-0.01, -1.43, 0.65]],
  "nbo_charge": [-0.16, -0.19, -0.24, -0.19, 0.02, 0.17, 0.20, -0.39, -0.65, -0.41, -0.28, -0.37, -0.53, 0.25, 0.23, 0.20, 0.29, 0.28, 0.24, 0.23, 0.22, 0.23, 0.24, 0.24, 0.24, 0.23, 0.43, 0.45]
}

=====

4.
{
  "formula": "C11H15N2",
  "method": "ωB97M-V with the def2-TZVPD basis set",
  "total_charge": 1,
  "smiles": "C[C@H]1[NH2+]CC=CN1c1ccccc1",
  "e_above_lowest_kj_mol": 221.15,
  "homo_energy_ev": -12.0,
  "lumo_energy_ha": -0.1143,
  "elements": ["C", "C", "C", "C", "C", "C", "C", "C", "C", "C", "C", "N", "N", "H", "H", "H", "H", "H", "H", "H", "H", "H", "H", "H", "H", "H", "H", "H"],
  "positions_angstrom": [[-0.895544, -0.224321, 3.748764], [-1.825485, -0.724872, 2.838589], [0.179238, 0.559313, 3.276529], [-1.733758, -0.559634, 1.503437], [0.266679, 0.874914, 1.947727], [-0.653217, 0.297359, 1.122112], [0.737177, 1.556894, -2.102610], [-0.124173, 1.536637, -1.070356], [1.654114, 0.495627, -2.437316], [0.255978, -0.931825, -0.911312], [-0.632318, -1.354518, -2.096410], [-0.488122, 0.408675, -0.362824], [1.652916, -0.500048, -1.277105], [-1.220737, -0.323476, 4.811705], [-2.632923, -1.328584, 3.287976], [1.053103, 0.736451, 3.781996], [-2.564845, -0.715302, 0.799646], [1.047440, 1.503252, 1.554582], [0.836174, 2.472311, -2.565829], [-0.797830, 2.363076, -0.797264], [1.401429, -0.020935, -3.272807], [2.729637, 0.899138, -2.773041], [0.312295, -1.669994, -0.111902], [-0.957161, -0.516924, -2.721538], [-1.617732, -1.578476, -1.670379], [-0.144421, -2.114672, -2.526882], [2.332211, -1.258535, -1.473299], [1.829872, 0.118467, -0.502187]],
  "atomic_forces_ev_per_a": [[-0.12, 0.88, 0.33], [-1.04, -1.28, 2.25], [-1.79, -1.53, 0.13], [1.11, 2.49, -1.31], [-0.44, -0.58, -0.57], [-1.40, -0.42, -3.20], [-1.08, 0.30, 1.94], [-0.90, -0.08, 0.31], [2.97, 0.85, 0.71], [-3.12, 2.91, -0.34], [-1.39, 2.99, 2.77], [1.90, -3.55, 0.57], [0.04, 0.64, -1.32], [1.18, -0.10, -0.83], [0.24, 0.49, -0.46], [1.44, 0.96, 2.16], [0.73, -0.51, 0.30], [0.26, 0.06, -0.05], [0.25, 1.67, -1.23], [0.81, 0.04, -0.29], [-1.14, -1.86, -2.53], [-1.95, -0.96, 1.61], [0.05, 0.21, -0.06], [0.97, -0.07, -0.27], [0.47, -0.82, 0.12], [1.06, -3.05, -2.36], [-0.45, 0.53, 0.72], [1.32, -0.21, 0.90]],
  "nbo_charge": [-0.20, -0.18, -0.17, -0.26, -0.27, 0.15, -0.37, 0.02, -0.24, 0.13, -0.64, -0.45, -0.54, 0.24, 0.23, 0.22, 0.25, 0.22, 0.25, 0.24, 0.22, 0.26, 0.24, 0.25, 0.26, 0.21, 0.45, 0.45]
}